Entry 1:
{"formula": "C4H10O2", "method": "ωB97M-V/def2-TZVPD", "molar_mass_g_mol": 90.1, "e_tot_ha": -308.84491, "smiles": "CCC(=O)CO.[H][H]", "e_above_lowest_ev": 1.4489, "lumo_energy_ha": 0.0338, "homo_energy_ha": -0.37772, "elements": ["C", "C", "C", "O", "C", "O", "H", "H", "H", "H", "H", "H", "H", "H", "H", "H"], "positions_angstrom": [[0.0764, -1.8942, 1.3300], [-0.1846, -1.2207, -0.0112], [0.4117, 0.1632, -0.0844], [1.0186, 0.6641, 0.8426], [0.2706, 0.9690, -1.3694], [0.6999, 2.2805, -1.1594], [-0.2696, -2.9314, 1.3187], [1.1442, -1.8822, 1.5642], [-0.4391, -1.3647, 2.1363], [0.2249, -1.8077, -0.8451], [-1.2617, -1.1364, -0.2136], [-1.7323, 2.0583, 0.5039], [1.1460, 2.2534, -0.2922], [-0.7762, 0.9560, -1.7048], [0.8668, 0.4714, -2.1522], [-1.1955, 2.4217, 0.1367]], "forces_ev_per_a": [[0.01, -0.05, 0.05], [0.00, -0.01, -0.02], [0.18, 0.12, 0.19], [-0.23, -0.20, -0.33], [-0.09, -0.23, -0.02], [0.19, 0.03, 0.03], [0.03, 0.14, -0.01], [-0.15, -0.03, -0.03], [0.08, -0.07, -0.12], [-0.04, 0.09, 0.09], [0.16, 0.03, 0.01], [-0.04, 0.06, 0.01], [-0.03, 0.10, -0.13], [0.14, -0.01, 0.09], [-0.07, 0.02, 0.11], [-0.16, 0.02, 0.08]]}

***

Entry 2:
{"formula": "C3H4N2O", "method": "ωB97M-V/def2-TZVPD", "molar_mass_g_mol": 84.1, "e_tot_ha": -301.33791, "e_above_lowest_ev": 4.0633, "lumo_energy_ha": 0.0324, "homo_energy_ha": -0.30640, "elements": ["N", "C", "C", "O", "C", "N", "H", "H", "H", "H"], "positions_angstrom": [[-0.9788, 1.3928, 0.2497], [0.0098, 0.4967, 0.1411], [-0.0619, -0.9107, 0.5604], [1.2811, -1.4689, 0.5210], [1.0191, -0.8232, -0.6414], [1.0820, 0.6122, -0.6034], [-1.6788, 1.3134, 0.9667], [-0.8047, 2.2879, -0.1787], [-0.9276, -1.5567, 0.5849], [1.0599, -1.3435, -1.6003]], "forces_ev_per_a": [[0.05, 0.24, 0.23], [0.13, 0.88, -0.13], [0.24, -0.64, -1.99], [0.63, 0.31, 1.01], [-0.78, -0.83, -0.14], [-0.04, 0.21, 0.49], [0.08, 0.01, 0.01], [-0.15, 0.02, 0.06], [0.24, -0.09, 0.05], [-0.39, -0.11, 0.41]]}

***

Entry 3:
{"formula": "C5H13NO2", "method": "ωB97M-V/def2-TZVPD", "molar_mass_g_mol": 119.2, "e_tot_ha": -403.45769, "smiles": "CN[C@H](C)CC=O.O", "e_above_lowest_ev": 3.2361, "lumo_energy_ha": 0.0180, "homo_energy_ha": -0.32166, "elements": ["C", "N", "C", "C", "C", "O", "C", "H", "H", "H", "H", "H", "H", "H", "H", "H", "H", "H", "H", "H", "O"], "positions_angstrom": [[-1.2683, -1.6224, -0.5314], [-0.6730, -0.2465, -0.8264], [0.6128, -0.2227, -0.1050], [1.3817, 1.0587, -0.7154], [2.7950, 1.0237, -0.4692], [3.6009, 0.1525, -0.0645], [0.6630, -0.4096, 1.4290], [-0.8032, -2.2507, -1.3992], [-2.3028, -1.3990, -0.7353], [-1.0266, -1.7975, 0.5440], [-1.2275, 0.5790, -0.5212], [1.1708, -1.0609, -0.5913], [1.1586, 1.0162, -1.7765], [0.8458, 1.9219, -0.2878], [3.4132, 1.9423, -0.6671], [0.2525, 0.3464, 2.1364], [-0.0491, -1.3410, 1.6127], [1.7223, -0.6829, 1.6523], [-3.3953, 1.2624, 1.1620], [-3.7474, 0.5196, -0.0750], [-3.1233, 1.2106, 0.2288]], "forces_ev_per_a": [[1.08, 2.45, -1.87], [0.50, -0.31, 1.44], [1.22, 1.14, -2.26], [-2.90, -2.20, 1.85], [5.78, 0.17, 1.01], [-3.25, 0.79, -0.75], [-1.03, -1.97, -0.04], [-0.95, 0.43, 2.23], [-0.66, -0.97, 0.20], [-0.79, -1.09, -1.42], [-0.01, -1.33, -0.04], [-0.21, 0.25, 0.87], [0.17, 0.18, -0.27], [0.74, 0.20, -0.27], [-1.11, 0.20, -0.30], [0.49, 0.02, -0.94], [2.05, 1.76, 0.24], [-0.97, 0.19, 0.27], [0.41, 0.29, -0.31], [0.57, 0.52, -0.19], [-1.12, -0.71, 0.55]]}

***

Entry 4:
{"formula": "C27H35NO5", "method": "ωB97M-V/def2-TZVPD", "molar_mass_g_mol": 453.6, "e_tot_ha": -1480.81502, "smiles": "COCCN1C2=C(C(=O)CC(C)(C)C2)C(c2ccc(O)c(OC)c2)C2=C1CC(C)(C)CC2=O", "lumo_energy_ha": 0.0152, "homo_energy_ha": -0.28850, "elements": ["C", "H", "O", "C", "C", "N", "C", "C", "C", "O", "C", "C", "C", "H", "H", "H", "C", "H", "H", "H", "C", "H", "H", "H", "H", "C", "C", "C", "C", "H", "H", "C", "C", "C", "O", "H", "H", "C", "H", "H", "H", "C", "H", "H", "H", "C", "C", "C", "C", "C", "C", "H", "O", "C", "H", "H", "H", "O", "H", "H", "H", "H", "H", "H", "H", "H", "H", "H"], "positions_angstrom": [[4.7027, -0.7537, -1.2245], [5.0158, -0.5239, -2.2498], [4.0669, 0.3498, -0.6306], [2.8925, 0.7384, -1.3094], [2.2736, 1.9555, -0.5931], [1.0222, 1.6232, 0.0552], [0.9830, 0.7070, 1.0948], [-0.1666, 0.0519, 1.3799], [-0.3264, -0.7737, 2.5670], [-1.3375, -1.4122, 2.7969], [0.8462, -0.7773, 3.5254], [2.1828, -0.7246, 2.7868], [3.3353, -0.6847, 3.7922], [4.2884, -0.6065, 3.2735], [3.2375, 0.1673, 4.4618], [3.3460, -1.5906, 4.3934], [2.3391, -1.9564, 1.8917], [1.5485, -1.9994, 1.1456], [3.2988, -1.9301, 1.3805], [2.2933, -2.8646, 2.4883], [2.2157, 0.5495, 1.9331], [2.2998, 1.4240, 2.5893], [3.1042, 0.5181, 1.3045], [0.7463, 0.1014, 4.1702], [0.7769, -1.6636, 4.1585], [-1.3124, 0.1084, 0.3956], [-1.3353, 1.4812, -0.2136], [-0.1772, 2.1514, -0.4043], [-0.1501, 3.5197, -1.0240], [0.6506, 4.1157, -0.5799], [0.0445, 3.4320, -2.0990], [-1.4812, 4.2640, -0.8329], [-2.6100, 3.3549, -1.3168], [-2.6361, 2.0243, -0.5911], [-3.6779, 1.4379, -0.3759], [-3.5823, 3.8351, -1.1965], [-2.4785, 3.1365, -2.3812], [-1.6847, 4.6160, 0.6418], [-2.6358, 5.1248, 0.7778], [-0.8919, 5.2749, 0.9906], [-1.6880, 3.7204, 1.2581], [-1.4595, 5.5518, -1.6593], [-1.3320, 5.3330, -2.7174], [-0.6440, 6.1980, -1.3410], [-2.3928, 6.0949, -1.5346], [-1.1106, -1.0002, -0.6187], [-0.4925, -0.7996, -1.8405], [-0.2556, -1.8667, -2.6939], [-0.6335, -3.1468, -2.3344], [-1.2716, -3.3560, -1.0999], [-1.5025, -2.2868, -0.2577], [-1.9800, -2.4260, 0.6984], [-1.6153, -4.6643, -0.8418], [-2.3157, -4.9319, 0.3494], [-1.7254, -4.6622, 1.2299], [-3.2696, -4.3976, 0.3768], [-2.4991, -6.0055, 0.3486], [-0.3903, -4.1946, -3.1702], [-0.7538, -4.9874, -2.7527], [0.2216, -1.7203, -3.6501], [-0.2038, 0.1934, -2.1508], [-2.2561, -0.0736, 0.9190], [3.0061, 2.3342, 0.1252], [2.0875, 2.7356, -1.3265], [2.1720, -0.0935, -1.3282], [3.1425, 0.9927, -2.3502], [4.0405, -1.6272, -1.2463], [5.5793, -0.9715, -0.6181]], "forces_ev_per_a": [[0.01, -0.10, -0.06], [0.01, -0.02, 0.01], [0.02, 0.26, 0.12], [-0.01, 0.04, -0.12], [0.46, -0.27, -0.21], [-0.31, 0.08, 0.17], [-0.26, -0.33, 0.47], [-0.26, 0.39, -0.52], [0.42, -0.03, 0.44], [-0.04, 0.01, -0.05], [-0.03, -0.17, -0.03], [0.10, 0.08, 0.09], [-0.24, 0.04, -0.18], [0.15, 0.01, -0.05], [0.01, 0.11, 0.09], [0.02, -0.12, 0.08], [-0.07, 0.14, 0.09], [-0.04, -0.09, -0.14], [0.13, -0.01, -0.09], [0.00, -0.13, 0.07], [0.05, -0.17, 0.09], [0.04, 0.06, -0.01], [0.02, 0.06, 0.06], [0.01, 0.05, 0.05], [-0.04, 0.00, 0.00], [0.13, 0.07, 0.06], [0.39, -0.45, 0.32], [-0.58, 0.02, -0.10], [-0.17, 0.07, -0.02], [0.05, -0.01, -0.05], [0.09, 0.07, -0.02], [0.04, 0.11, -0.12], [-0.10, 0.02, 0.14], [-0.12, 0.49, -0.30], [0.07, -0.03, 0.02], [-0.02, -0.03, -0.01], [0.00, 0.00, -0.08], [0.02, -0.08, -0.16], [-0.12, 0.08, 0.03], [0.09, 0.08, 0.06], [-0.01, -0.03, 0.14], [0.02, -0.28, 0.13], [0.02, -0.01, -0.14], [0.10, 0.11, 0.03], [-0.11, 0.09, 0.01], [-0.10, 0.07, -0.11], [-0.10, 0.01, 0.11], [-0.01, -0.39, -0.03], [-0.05, 0.02, 0.18], [0.06, -0.14, -0.13], [-0.05, -0.26, -0.05], [-0.07, -0.04, 0.12], [0.31, 0.42, -0.48], [-0.15, -0.12, 0.26], [-0.02, 0.01, -0.03], [0.04, -0.01, 0.01], [-0.02, 0.08, 0.06], [-0.04, -0.04, 0.02], [0.02, 0.02, -0.02], [0.05, 0.00, -0.14], [0.00, 0.11, -0.02], [0.16, 0.07, -0.07], [-0.04, 0.04, -0.10], [-0.01, -0.02, 0.13], [0.04, 0.11, -0.02], [-0.02, -0.03, 0.06], [0.03, -0.01, 0.00], [0.01, -0.07, -0.06]]}

***

Entry 5:
{"formula": "C34H39ClFeN10O5SeTe", "method": "ωB97M-V/def2-TZVPD", "molar_mass_g_mol": 965.6, "e_tot_ha": -6636.19191, "spin_multiplicity": 5, "charge": -2, "e_above_lowest_ev": 2.2636, "lumo_energy_ha": [0.1433, 0.1432], "homo_energy_ha": [-0.06487, -0.08286], "elements": ["Fe", "O", "C", "O", "C", "C", "C", "N", "C", "C", "C", "O", "O", "H", "H", "H", "C", "C", "C", "C", "N", "C", "N", "N", "N", "H", "H", "H", "H", "H", "H", "H", "H", "H", "H", "C", "C", "C", "C", "C", "O", "C", "C", "C", "C", "C", "C", "Cl", "C", "C", "C", "N", "C", "N", "C", "N", "H", "H", "H", "H", "H", "H", "H", "H", "H", "H", "H", "H", "H", "H", "H", "H", "H", "H", "H", "H", "H", "H", "Se", "N", "C", "C", "C", "C", "C", "C", "N", "H", "H", "H", "H", "Te"], "positions_angstrom": [[-1.9678, 1.2108, -0.2833], [0.4841, -4.9800, -1.5877], [-0.3733, -4.5141, -2.3867], [-0.7385, -4.9321, -3.4909], [-0.9597, -3.1865, -1.9272], [-1.8024, -3.0866, -0.8233], [-2.2230, -1.8423, -0.3903], [-1.8005, -0.7072, -0.9588], [-0.9879, -0.8021, -2.0219], [-0.5935, -2.0072, -2.5540], [-0.4148, 0.5006, -2.5356], [0.3879, 0.4573, -3.4660], [-0.7846, 1.5349, -1.8970], [-2.1028, -3.9697, -0.2755], [-2.8843, -1.7361, 0.4592], [0.0601, -1.9944, -3.4153], [-6.9360, 2.4290, 2.5967], [-6.3289, 3.2845, 3.7089], [-5.7513, 2.4132, 4.8206], [-5.2945, 4.2945, 3.2004], [-3.9994, 3.7323, 2.8816], [-3.8263, 2.9676, 1.6846], [-2.6160, 3.5536, 1.2109], [-2.1483, 4.4924, 2.0251], [-2.9417, 4.6859, 2.9729], [-7.7783, 1.8486, 2.9826], [-6.2090, 1.7212, 2.1948], [-7.2997, 3.0472, 1.7731], [-7.1349, 3.8962, 4.1341], [-4.9349, 1.7994, 4.4371], [-6.5181, 1.7487, 5.2267], [-5.3535, 3.0240, 5.6350], [-5.1022, 5.0321, 3.9817], [-5.7094, 4.8345, 2.3327], [-4.6433, 3.0595, 0.9571], [3.4394, -5.5367, -0.3801], [3.5116, -4.3778, 0.6210], [3.0398, -4.9069, 1.9818], [4.9801, -3.9485, 0.7841], [2.5689, -3.1995, 0.1747], [1.2446, -3.4928, 0.5726], [2.5481, -2.9499, -1.3498], [3.8302, -2.6020, -2.1327], [4.3029, -1.1702, -2.0403], [3.5288, -0.1489, -2.5829], [3.9115, 1.1807, -2.4802], [5.1044, 1.4888, -1.8476], [5.6083, 3.1539, -1.7097], [5.9098, 0.4944, -1.3210], [5.5022, -0.8292, -1.4220], [2.9411, -1.9243, 0.9802], [1.8247, -1.0062, 1.1357], [1.2220, -0.1765, 0.2713], [0.1584, 0.3654, 0.8364], [0.1822, -0.1521, 2.0899], [1.1818, -0.9687, 2.3232], [3.9387, -6.4124, 0.0436], [3.9359, -5.2947, -1.3220], [2.4042, -5.8113, -0.5990], [3.7292, -5.6856, 2.3210], [2.0382, -5.3263, 1.9100], [3.0128, -4.1218, 2.7400], [5.5806, -4.8303, 1.0238], [5.1099, -3.2358, 1.6003], [5.3977, -3.5057, -0.1169], [0.8064, -4.1466, -0.0310], [1.8028, -2.1703, -1.5222], [2.1191, -3.8467, -1.8031], [3.6008, -2.8071, -3.1821], [4.6492, -3.2687, -1.8702], [2.5869, -0.3720, -3.0731], [3.2715, 1.9586, -2.8759], [6.8388, 0.7536, -0.8310], [6.1291, -1.6075, -1.0006], [3.7862, -1.3992, 0.5379], [3.1915, -2.2015, 1.9998], [1.5540, -0.0092, -0.7402], [-0.5599, 0.0918, 2.8325], [-3.9950, 1.7978, -1.7261], [-1.9340, 3.0322, 0.1241], [-1.6639, 3.9909, -0.8905], [-0.5491, 4.8037, -0.7458], [-0.2474, 5.8031, -1.6588], [-1.0907, 5.9967, -2.7495], [-2.2004, 5.1961, -2.9163], [-2.5215, 4.1499, -2.0192], [-3.6340, 3.4281, -2.3431], [0.0836, 4.6362, 0.1167], [0.6363, 6.4149, -1.5236], [-0.8784, 6.7787, -3.4704], [-2.8592, 5.3250, -3.7662], [-3.3843, 0.7924, 1.8201]], "forces_ev_per_a": [[0.63, 0.37, -0.52], [-0.42, -0.61, 0.21], [-0.14, 0.26, -0.36], [0.11, -0.10, 0.23], [-0.25, -0.10, 0.19], [0.02, 0.08, -0.03], [0.10, -0.03, -0.05], [-0.16, -0.15, 0.07], [-0.11, 0.10, 0.10], [0.12, -0.05, -0.10], [0.13, -0.05, -0.20], [0.09, 0.02, -0.03], [-0.11, 0.14, 0.50], [-0.03, -0.02, -0.01], [-0.01, 0.02, 0.00], [-0.03, -0.02, -0.02], [0.01, 0.03, 0.06], [0.04, -0.03, 0.00], [-0.01, 0.03, -0.01], [0.04, 0.05, -0.04], [-0.14, 0.01, 0.07], [0.23, 0.09, -0.04], [-0.33, 0.24, -0.52], [0.06, -0.10, 0.12], [0.04, -0.15, 0.06], [0.01, 0.00, 0.00], [0.00, -0.01, -0.02], [0.00, 0.00, 0.00], [-0.02, 0.00, -0.02], [0.00, -0.01, 0.00], [0.00, 0.01, 0.01], [0.00, -0.01, -0.01], [0.01, 0.01, -0.01], [-0.02, -0.01, 0.00], [-0.03, -0.05, 0.04], [-0.09, -0.02, 0.06], [0.10, 0.01, 0.02], [0.02, 0.00, -0.01], [-0.05, -0.06, 0.03], [-0.02, -0.01, -0.08], [-0.30, -0.17, 0.09], [0.22, -0.06, -0.01], [-0.06, 0.10, 0.04], [0.03, -0.11, 0.04], [-0.11, 0.10, 0.06], [-0.04, 0.01, 0.00], [-0.01, -0.06, -0.01], [0.01, 0.03, 0.00], [0.02, 0.00, 0.01], [0.00, 0.02, -0.01], [-0.20, -0.07, -0.12], [0.32, 0.27, 0.02], [-0.14, -0.34, 0.10], [0.06, 0.10, 0.00], [-0.03, 0.15, 0.11], [-0.15, -0.16, -0.14], [0.06, 0.00, 0.01], [-0.05, -0.02, 0.00], [0.10, 0.06, -0.05], [0.01, 0.00, 0.02], [0.04, -0.01, 0.02], [-0.02, -0.03, 0.01], [0.01, 0.00, 0.01], [0.01, 0.01, 0.01], [0.01, -0.01, 0.01], [0.55, 0.39, -0.30], [0.03, 0.07, -0.02], [0.14, 0.22, 0.14], [0.02, 0.01, -0.01], [0.00, -0.05, -0.05], [-0.05, 0.01, -0.02], [0.02, 0.00, -0.01], [0.00, 0.01, 0.00], [0.00, 0.02, -0.01], [-0.02, -0.02, -0.04], [0.05, 0.05, 0.02], [0.05, -0.01, -0.01], [0.02, 0.02, -0.01], [-0.22, -0.07, -0.07], [0.28, -0.31, 0.23], [-0.27, 0.05, -0.06], [0.02, 0.07, -0.02], [0.02, -0.05, 0.02], [-0.04, 0.02, 0.01], [0.00, 0.00, 0.00], [0.16, -0.12, 0.10], [-0.03, 0.21, -0.12], [-0.02, -0.02, 0.00], [-0.01, 0.01, 0.00], [0.01, -0.02, -0.02], [0.00, 0.00, 0.00], [-0.24, -0.19, 0.36]]}

***

Entry 6:
{"formula": "C15H15N3", "method": "ωB97M-V/def2-TZVPD", "molar_mass_g_mol": 237.3, "e_tot_ha": -744.83091, "smiles": "c1ccncc1.c1ccncc1.c1ccncc1", "e_above_lowest_ev": 1.7222, "lumo_energy_ha": 0.0242, "homo_energy_ha": -0.35415, "elements": ["N", "C", "C", "C", "C", "C", "H", "H", "H", "H", "H", "N", "C", "C", "C", "C", "C", "H", "H", "H", "H", "H", "N", "C", "C", "C", "C", "C", "H", "H", "H", "H", "H"], "positions_angstrom": [[1.1354, -1.0536, -0.9313], [1.8483, -0.1216, -1.5457], [2.2208, 1.0781, -0.9616], [1.8467, 1.3149, 0.3525], [1.0943, 0.3517, 1.0009], [0.7633, -0.8122, 0.3236], [2.1514, -0.3633, -2.5603], [2.7705, 1.8088, -1.5395], [2.1597, 2.2244, 0.8491], [0.7432, 0.4979, 2.0133], [0.1727, -1.5932, 0.7902], [-1.2886, -3.5831, 3.5434], [-0.0854, -4.1449, 3.6114], [1.0894, -3.4297, 3.7730], [1.0120, -2.0548, 3.8836], [-0.2340, -1.4569, 3.8278], [-1.3523, -2.2630, 3.6513], [-0.0496, -5.2268, 3.5376], [2.0479, -3.9300, 3.8008], [1.9105, -1.4654, 4.0159], [-0.3064, -0.3869, 3.9768], [-2.3396, -1.8177, 3.5811], [-2.6403, 2.5843, -4.7124], [-1.8053, 3.5595, -4.3889], [-0.8724, 3.4680, -3.3558], [-0.7911, 2.2775, -2.6678], [-1.6303, 1.2273, -3.0141], [-2.5459, 1.4413, -4.0320], [-1.8891, 4.4657, -4.9816], [-0.1940, 4.2837, -3.1466], [-0.1264, 2.1643, -1.8200], [-1.5532, 0.2657, -2.5262], [-3.2623, 0.6900, -4.3485]], "forces_ev_per_a": [[-0.11, -0.21, 0.12], [0.17, -0.03, -0.31], [0.02, 0.06, 0.03], [0.15, 0.01, -0.22], [-0.16, -0.02, 0.23], [-0.06, -0.02, -0.14], [-0.04, 0.13, 0.00], [0.10, -0.02, 0.07], [-0.14, 0.02, 0.05], [0.09, 0.00, 0.01], [0.00, 0.08, 0.13], [-0.06, -0.17, -0.04], [0.08, -0.18, 0.01], [0.16, -0.02, -0.09], [0.05, 0.00, 0.03], [0.12, 0.09, 0.25], [0.05, 0.37, -0.04], [-0.07, 0.02, -0.03], [-0.05, -0.08, 0.02], [-0.02, 0.04, 0.00], [-0.26, -0.02, -0.14], [0.01, -0.04, 0.06], [-0.03, -0.05, 0.01], [0.24, 0.27, 0.13], [-0.07, 0.03, -0.48], [-0.10, -0.26, 0.51], [-0.04, 0.06, -0.20], [-0.16, 0.02, -0.21], [0.04, 0.01, 0.07], [-0.12, 0.09, 0.07], [0.16, -0.01, -0.16], [-0.09, 0.01, 0.09], [0.16, -0.18, 0.18]]}